[1]
Here is a structure of composition C25H44BeBr2Cl2F14IKN5NaO11P at a distorted geometry from the Open Molecules 2025 dataset. Energies are from wB97M-V/def2-TZVPD.

Geometry (Å):
C1 4.0653 1.2200 5.6576
C2 3.2543 1.8873 4.5148
C3 1.8080 1.3028 4.3983
N1 1.8037 0.3897 3.2428
C4 0.6016 -0.4541 3.2003
N2 0.8871 -1.5121 2.2083
C5 0.7804 -2.8472 2.8896
C6 2.0316 -3.7451 2.4456
O1 3.0879 -2.8716 2.0805
C7 0.0035 -1.2161 1.1775
N3 -0.2743 -1.9128 0.1084
C8 0.4088 -3.1901 -0.1725
C9 -0.1638 -3.9107 -1.4216
O2 -1.2817 -4.2184 -1.5601
Cl1 1.0624 -4.2888 -2.6754
O3 -1.2110 -1.5071 -0.7842
C10 -0.7176 -0.7278 -1.9064
C11 -1.2437 -1.4070 -3.2239
O4 -1.6395 -0.4465 -4.1938
C12 -0.5876 0.4653 -4.5203
C13 -0.7752 1.0959 -5.9095
N4 -0.7052 0.0286 1.3084
C14 -0.0108 1.2380 0.6964
C15 -1.0283 2.2514 0.0273
O5 -0.5089 2.6058 -1.2431
C16 0.6348 3.3835 -1.1032
C17 1.8577 2.8394 -1.8808
F1 1.7871 1.5160 -2.1443
F2 1.9158 3.4494 -3.0904
C18 3.1422 3.0948 -1.0936
F3 3.2789 2.2824 -0.0517
F4 4.2034 2.7806 -1.9214
C19 3.3331 4.5524 -0.6803
F5 2.7900 5.4896 -1.5880
F6 2.7295 4.7380 0.5750
C20 4.8934 4.9001 -0.4422
F7 5.3442 4.2430 0.5895
F8 4.9157 6.3037 -0.1073
C21 -0.7560 0.1371 2.7832
I1 -2.3633 -1.3217 3.2592
C22 -1.3110 1.4110 3.4434
C23 -1.3903 1.3688 5.0092
C24 -2.8389 1.7219 5.4289
O6 -3.0430 2.7581 5.9734
O7 -3.9064 0.8929 5.1551
H1 3.5918 1.4540 6.6171
H2 5.1000 1.5763 5.5830
H3 4.0890 0.1354 5.4597
H4 3.2307 2.9833 4.5745
H5 3.7559 1.6702 3.5564
H6 1.4810 0.8365 5.3481
H7 1.1661 2.1762 4.1790
H8 2.5622 -0.2662 3.4337
H9 0.4523 -0.7220 4.2635
H10 -0.1596 -3.3418 2.6031
H11 0.8503 -2.7941 3.9755
H12 2.3957 -4.3029 3.3153
H13 1.7770 -4.4705 1.6651
H14 3.1192 -2.7529 1.1295
H15 1.4823 -3.0206 -0.2995
H16 0.1765 -3.8622 0.6607
H17 -1.2220 0.2516 -1.8574
H18 0.3717 -0.6003 -1.9333
H19 -2.1641 -1.9700 -3.0138
H20 -0.4522 -2.0277 -3.6694
H21 -0.5917 1.2929 -3.7865
H22 0.4007 -0.0158 -4.4281
H23 -1.8480 1.1089 -6.2090
H24 -0.1075 0.6253 -6.6263
H25 -0.4282 2.1909 -5.8079
H26 0.6957 1.8634 1.4244
H27 0.6508 0.8466 -0.0925
H28 -2.0571 1.8598 -0.0381
H29 -1.0936 3.1516 0.6818
H30 0.8972 3.6191 -0.0569
H31 0.4074 4.3535 -1.5815
H32 5.5364 4.7207 -1.3618
H33 -0.7900 2.3407 3.1301
H34 -2.3432 1.5265 3.0709
H35 -1.0459 0.4221 5.4423
H36 -0.7928 2.2054 5.3913
H37 -4.3296 1.1754 4.3363
O8 -2.6448 -1.4115 -6.7463
H38 -2.1894 -1.1768 -5.9266
H39 -3.2916 -0.7113 -6.8660
F9 -4.3757 -4.7993 -0.8508
P1 -5.1456 -6.0692 -1.5758
F10 -6.0960 -4.8073 -2.3453
F11 -4.1200 -5.7779 -2.8155
F12 -6.6627 -6.6383 -1.5792
F13 -5.0593 -6.5675 -0.0156
F14 -4.6720 -7.5883 -1.9544
Be1 0.7454 3.4507 2.2219
C25 -4.0698 -0.6310 -1.5072
N5 -4.4928 0.6645 -0.9253
O9 -3.9120 1.0302 0.0795
O10 -5.3775 1.2577 -1.4892
H40 -3.2773 -1.0476 -0.8948
H41 -4.9571 -1.3248 -1.5098
H42 -3.7246 -0.4424 -2.5224
Br1 2.7620 4.6757 2.8341
O11 3.8132 -6.6550 -3.5223
H43 3.9567 -6.5548 -4.4688
H44 3.3227 -5.8672 -3.2719
Cl2 1.8577 1.5469 -6.4782
Na1 -1.1882 2.9550 -7.4127
Br2 -5.9716 -2.7574 -1.7979
K1 5.1419 6.2374 -2.1980

Output
* Kohn-Sham gap: 1.621 eV
* charge: +1
* LUMO: -0.230 Eh



[2]
Here is a cluster of 2 separate species, C4H12 in total at a distorted geometry from the Open Molecules 2025 dataset. Energies are from wB97M-V/def2-TZVPD.

Geometry (Å):
C1 2.4325 -0.8610 -0.2206
C2 1.5221 -1.9868 0.2142
H1 2.1194 -0.3941 -1.1545
H2 2.4643 -0.0970 0.5539
H3 3.4649 -1.1474 -0.4460
H4 1.7362 -2.3477 1.2165
H5 1.4084 -2.8332 -0.4645
H6 0.5035 -1.5755 0.1917
C3 -1.2462 1.3032 0.2695
C4 -2.6802 1.5437 -0.2447
H7 -1.2499 1.6484 1.3042
H8 -0.8777 0.2808 0.2539
H9 -0.4654 1.8427 -0.2709
H10 -3.3839 1.6546 0.5723
H11 -3.0362 0.6491 -0.7721
H12 -2.7117 2.3202 -1.0031

Output
* Kohn-Sham gap: 12.667 eV
* relative energy (zero: lowest compared OMol25 entry of this formula, charge and spin): 31.5 kJ/mol
* SMILES string: CC.CC
* LUMO: 0.042 Eh



[3]
Here is a structure of composition C28H31BGeLiN8 at a distorted geometry from the Open Molecules 2025 dataset. Energies are from wB97M-V/def2-TZVPD.

Geometry (Å):
Li1 0.7485 -0.6282 -1.0884
C1 -0.6609 2.2438 -3.1200
C2 0.0989 2.3386 -1.8399
C3 0.3164 3.4854 -1.0548
C4 1.0939 3.0531 -0.0088
N1 1.3272 1.7302 -0.1729
N2 0.7111 1.2922 -1.2931
B1 2.1546 0.7966 0.7363
N3 1.1879 -0.1294 1.5364
C5 1.0874 -0.4114 2.8564
C6 0.1823 -1.4331 3.0214
C7 -0.2370 -1.7500 1.7247
C8 -1.1620 -2.8528 1.3330
N4 0.3592 -0.9633 0.8387
N5 3.1024 -0.0983 -0.0948
C9 4.4331 -0.2949 0.0734
C10 4.8483 -1.2290 -0.8404
C11 3.6836 -1.5831 -1.5512
C12 3.5547 -2.5752 -2.6532
N6 2.6479 -0.8946 -1.0879
N7 3.0916 1.7474 1.5376
C13 4.0003 2.6178 0.8934
C14 4.6956 3.2990 1.8335
C15 4.1724 2.8143 3.0561
C16 4.5319 3.1866 4.4242
N8 3.1933 1.8667 2.8123
H1 -0.7495 3.2287 -3.5720
H2 -0.1531 1.5801 -3.8193
H3 -1.6743 1.8629 -2.9655
H4 -0.0406 4.4831 -1.2456
H5 1.4722 3.6134 0.8316
H6 1.6425 0.1282 3.5908
H7 -0.1236 -1.8952 3.9441
H8 -1.8119 -3.1176 2.1635
H9 -1.7888 -2.5775 0.4716
H10 -0.5963 -3.7413 1.0490
H11 5.0126 0.2164 0.8253
H12 5.8437 -1.6114 -0.9858
H13 4.5360 -2.9065 -2.9814
H14 2.9943 -3.4507 -2.3199
H15 3.0237 -2.1451 -3.5028
H16 4.0623 2.6581 -0.1831
H17 5.4648 4.0408 1.7035
H18 5.2897 3.9637 4.4364
H19 3.6424 3.5224 4.9673
H20 4.8993 2.3070 4.9649
Ge1 -2.5522 -0.9774 -0.9755
C17 -3.2308 0.1239 0.4405
C18 -2.8787 1.4750 0.4402
C19 -3.5168 2.3330 1.3192
C20 -4.4763 1.8427 2.1966
C21 -4.8143 0.4932 2.2015
C22 -4.1970 -0.3731 1.3182
C23 -3.4408 -2.3709 -1.9597
C24 -3.1914 -2.3094 -3.3347
C25 -3.8948 -3.1381 -4.1915
C26 -4.8156 -4.0391 -3.6726
C27 -5.0611 -4.0989 -2.3041
C28 -4.3801 -3.2624 -1.4391
H21 -1.3983 -0.4136 -1.8263
H22 -2.1171 1.8451 -0.2379
H23 -3.2699 3.3860 1.3214
H24 -4.9696 2.5200 2.8809
H25 -5.5652 0.1218 2.8852
H26 -4.4594 -1.4239 1.3146
H27 -2.4557 -1.6155 -3.7269
H28 -3.7207 -3.0889 -5.2575
H29 -5.3446 -4.7027 -4.3434
H30 -5.7883 -4.8004 -1.9189
H31 -4.5693 -3.3146 -0.3748

Output
* spin multiplicity: 2
* Kohn-Sham gap (alpha / beta): 6.955 / 4.888 eV
* relative energy (zero: lowest compared OMol25 entry of this formula, charge and spin): 0.0 kJ/mol
* charge: +2
* LUMO (alpha / beta): -0.254 / -0.330 Eh



[4]
Here is the molecule C2H4O3 at a distorted geometry from the Open Molecules 2025 dataset. Energies are from wB97M-V/def2-TZVPD.

Geometry (Å):
C1 1.2607 -0.3481 0.0596
C2 -0.0917 0.2295 0.0429
O1 -0.3521 1.4064 -0.0472
O2 -1.1114 -0.7443 -0.1231
O3 -2.3637 -0.0861 0.0915
H1 1.3194 -0.8613 0.9681
H2 2.0107 0.4729 -0.0376
H3 1.4065 -0.9419 -0.8862
H4 -2.0785 0.8731 -0.0680

Output
* Kohn-Sham gap: 11.387 eV
* relative energy (zero: lowest compared OMol25 entry of this formula, charge and spin): 280.0 kJ/mol
* SMILES string: CC(=O)OO
* LUMO: 0.028 Eh